(1)
# C3HFNO2S

A gas-phase ion, C3HFNO2S (charge -1) in a non-equilibrium geometry (ωB97M-V with the def2-TZVPD basis set, the Open Molecules 2025 dataset).

The geometry in XYZ format:
```
9
C3HFNO2S | the Open Molecules 2025 dataset | ωB97M-V with the def2-TZVPD basis set
S -1.56366 -0.83186 0.19586
F 0.44763 -2.70807 0.17552
O 0.54392 2.35433 0.00753
O 2.14341 -0.37032 -0.51133
N -1.07001 0.82193 0.17586
C 0.26192 1.18124 -0.05119
C 0.06037 -1.47021 -0.40652
C 0.93048 -0.31488 -0.29141
H -1.75405 1.33784 0.70571
```

Properties
SMILES string = O=c1[nH]sc(F)c1[O-]
E_tot = -22264.09181 eV
Orbital gap (alpha / beta) = 0.22925 / 0.22922 Ha
Relative energy (zero: lowest compared OMol25 entry of this formula, charge and spin) = 1.764 eV
Lowest unoccupied orbital energy (alpha / beta) = 0.1225 / 0.1225 hartree
Net charge = -1
2S+1 = 1


(2)
# C2H3Cl2N

A single C2H3Cl2N molecule in a non-equilibrium geometry (ωB97M-V with the def2-TZVPD basis set, the Open Molecules 2025 dataset).

The geometry in XYZ format:
```
8
C2H3Cl2N | the Open Molecules 2025 dataset | ωB97M-V with the def2-TZVPD basis set
Cl 1.33693 1.67381 -0.17331
Cl 1.78301 -1.29186 -0.18277
N -0.36313 -0.15209 1.08536
C 0.64777 0.04470 0.06144
C -0.65318 -0.20492 -0.58162
H -0.95537 -1.17777 -0.81140
H -1.18919 0.46035 -1.15257
H -0.60684 0.64777 1.75486
```

Properties
SMILES string = ClC1(Cl)CN1
E_tot = -28655.54408 eV
Orbital gap = 0.40559 Ha
Relative energy (zero: lowest compared OMol25 entry of this formula, charge and spin) = 1.392 eV
Lowest unoccupied orbital energy = 0.0306 hartree
2S+1 = 1


(3)
# C38H80F9N5O10S3

8 unconnected molecules or ions with the total composition C38H80F9N5O10S3 in a non-equilibrium geometry (ωB97M-V with the def2-TZVPD basis set, the Open Molecules 2025 dataset).

The geometry in XYZ format:
```
145
C38H80F9N5O10S3 | the Open Molecules 2025 dataset | ωB97M-V with the def2-TZVPD basis set
S 0.58186 0.27925 -0.59027
S 1.40639 6.47450 -1.52161
S -2.15305 0.64876 6.05888
F -1.41848 -0.44971 3.80720
F 0.26679 0.40895 4.88681
F -1.18114 1.73817 3.87345
F 0.56628 4.74855 -3.34029
F 0.38288 -2.27564 0.19580
F 1.03381 3.87842 -1.37390
F -0.78930 5.02338 -1.71311
F 2.16164 -1.19460 0.90754
F 0.19426 -0.74278 1.71105
O -3.45560 0.87968 5.45038
O 1.27090 6.48926 -0.08309
O -1.93609 -0.59848 6.74802
O 0.72935 7.54740 -2.20962
O 4.71960 2.26885 2.01687
O 1.35766 1.40707 -0.07053
O -1.62872 1.76481 6.83184
O -0.85095 0.51511 -0.55458
O 1.00945 -0.24208 -1.88966
O 2.77799 6.21315 -1.97902
N -4.35640 1.90109 1.71881
N -2.27412 -2.16301 -3.98175
N 4.04862 1.76975 -3.58287
N 1.35693 -6.04102 3.28037
N 2.71400 3.15945 1.44653
C 2.20880 3.24386 -4.13344
C 5.70218 0.46605 -0.33489
C 3.14744 1.12198 -4.62365
C 2.07040 -5.59964 1.05036
C 0.51775 4.91778 -2.01638
C -0.75656 -3.36607 -5.35180
C -0.07363 -3.21810 5.51004
C -2.22811 -3.26835 -5.02331
C 2.82577 -6.42155 3.14975
C 2.91997 1.57335 3.46449
C -2.25384 -0.82728 -4.68922
C -1.08652 -2.60563 -3.11155
C 3.59704 2.38157 2.37797
C 2.36043 2.24461 -5.28715
C 5.28040 2.30436 -4.28543
C -5.13685 2.08950 0.43469
C -5.00056 2.52144 2.92054
C -7.14357 2.78932 4.33840
C 1.77399 4.14445 2.12604
C 0.82404 -5.73881 1.88865
C 3.07886 -6.54269 1.62571
C 0.60297 -7.24187 3.88011
C 3.27293 2.97921 -3.05172
C -2.95775 2.47344 1.39253
C -6.44674 2.10845 3.14768
C -1.01719 0.59469 4.56554
C 1.33252 -4.77399 4.13079
C 5.18406 1.46028 -1.34755
C 4.47092 0.78784 -2.50868
C 0.86060 -1.09969 0.62269
C -0.08967 -4.24035 4.36830
C -4.07468 1.99322 -0.65846
C -1.86254 0.39353 -3.83591
C 0.01033 -2.89033 -4.12500
C -3.00273 2.88235 -0.08071
C -3.53578 -2.25572 -3.15452
C -2.23278 1.71800 -4.50179
C -4.18875 0.41417 1.95138
H -2.62443 -4.17137 -4.56057
H -6.98735 2.28730 5.28773
H -0.74047 -5.08894 4.59762
H -4.43522 2.20065 3.79956
H 0.22959 -6.59644 1.58339
H 2.88328 2.78544 -2.05818
H 2.32680 4.92592 2.63624
H 3.09617 -7.32166 3.69873
H 1.93538 -4.07785 3.54508
H -3.14458 2.04162 -3.98574
H -8.19168 3.02029 4.15687
H -7.03744 2.38223 2.27140
H 3.92523 3.84736 -2.99122
H 0.48764 -2.35253 5.13642
H 3.32928 3.75653 0.88648
H 2.55519 -4.62053 1.15295
H -3.56530 -3.26442 -2.74556
H 1.87544 -4.95813 5.05452
H 4.89744 -0.13539 0.10414
H -2.86295 -3.00522 -5.86746
H -1.56018 -0.81815 -5.53076
H -6.47588 1.05400 3.42664
H -1.50451 2.50145 -4.31535
H 3.54797 -5.69633 3.52828
H 4.48158 2.12543 -0.84315
H -3.26085 -0.79577 -5.10300
H -2.03193 2.77688 -0.56285
H -6.75147 3.81159 4.42376
H -3.70280 0.96930 -0.75805
H 4.12241 -6.29736 1.44308
H -5.92916 1.35012 0.34941
H 3.48988 1.56895 4.38957
H 0.26401 -4.81041 1.90747
H 5.09216 3.01735 -5.08092
H -5.12410 0.01821 2.32390
H -3.39238 0.33783 2.69212
H 2.94723 -7.61517 1.45585
H -2.83598 3.30716 2.08194
H 2.16356 2.53677 0.79738
H 2.96317 2.69942 -6.07016
H -0.81857 0.35489 -3.51361
H 0.95712 -7.39676 4.89318
H -2.16089 1.77048 1.61754
H 1.01308 3.60393 2.67975
H -2.35630 0.31759 -2.86204
H -3.43436 -1.52532 -2.35826
H -5.55041 3.09684 0.46265
H 6.03725 2.00908 -1.74365
H -1.24246 -3.51730 -2.54166
H -2.64264 1.66530 -5.51065
H 2.30973 4.25836 -4.51895
H 0.56221 -1.97914 -4.36726
H -0.51041 -2.74368 -6.21621
H 3.76802 0.45034 -5.22159
H 0.55158 -3.42477 6.37987
H -3.20957 3.95287 -0.12648
H 2.50729 0.39454 -4.12456
H 1.92387 1.95924 3.66881
H 1.23239 4.64800 1.32016
H -0.47410 -4.33937 -5.75700
H -4.45664 2.22042 -1.65331
H 5.76594 1.40306 -4.65793
H -0.64557 -3.74135 3.57180
H -4.90245 3.60787 2.89070
H 5.92471 2.73662 -3.52755
H -0.44284 -6.96299 3.82385
H 3.60879 0.19809 -2.20073
H 1.20500 3.25727 -3.70996
H 1.91176 -5.65005 -0.02738
H 2.80148 0.54927 3.10952
H -1.08559 -2.90057 5.74443
H -0.80760 -1.74223 -2.51288
H 0.80757 -3.54039 -3.76714
H 1.41218 1.86460 -5.65591
H 6.48870 -0.14391 -0.78835
H -3.71404 -0.01472 1.07259
H 5.11990 0.07969 -3.03047
H 6.17322 0.79489 0.59297
H -4.43895 -2.15155 -3.75008
H 0.86919 -8.03693 3.19054
```

Properties
E_tot = -125576.19646 eV
Orbital gap = 0.26915 Ha
Lowest unoccupied orbital energy = -0.1611 hartree
Net charge = +2
2S+1 = 1


(4)
# C29H32AsN3OPdS

A molecular structure, C29H32AsN3OPdS (ωB97M-V with the def2-TZVPD basis set, the Open Molecules 2025 dataset).

The geometry in XYZ format:
```
68
C29H32AsN3OPdS | the Open Molecules 2025 dataset | ωB97M-V with the def2-TZVPD basis set
Pd 1.25853 -0.96432 -0.37419
As -0.07724 0.66939 -1.32791
S 0.79603 -2.23402 -2.50431
O -1.30530 -2.02211 0.39340
N -1.97414 -3.69682 1.75270
N -1.06718 -4.16003 -0.32783
N 1.08091 -1.86469 3.18267
C 2.04555 0.26910 0.95873
C 2.41692 3.43486 -3.23952
C -1.30904 -0.42167 -2.33339
C 1.78327 2.65673 -2.28597
C 0.60350 -0.51575 2.83038
C -2.62043 -0.02404 -2.53535
C -1.70369 -2.40827 -3.60047
C 1.69077 0.38903 2.29582
C 1.98446 -1.85965 4.31397
C 2.43052 1.22656 3.12515
C 2.06822 3.31635 -4.57629
C -3.00515 -2.00290 -3.82072
C -3.48092 -0.81541 -3.28242
C 3.89083 1.79792 1.31337
C -2.31084 -2.78724 2.82126
C -1.83606 1.35137 0.80272
C -2.78750 3.50386 1.27213
C 0.43962 1.64565 -4.00901
C 1.08254 2.42417 -4.95848
C 3.14902 0.98362 0.46794
C -1.16353 1.88918 -0.28897
C -0.82450 -1.64127 -2.83711
C 1.65687 -2.59608 2.07220
C -1.29915 3.23598 -0.59497
C -1.43539 -3.22641 0.59505
C 3.51674 1.93360 2.64055
C 0.79103 1.75815 -2.66845
C -2.11247 4.04056 0.18808
C -2.65040 2.15695 1.57834
H -3.42110 4.13520 1.87995
H 0.16546 -0.09041 3.73782
H -3.17664 1.73423 2.42386
H -2.70143 -1.86984 2.38338
H 2.66080 -2.23206 1.78606
H 4.07171 2.58939 3.29853
H -0.32690 0.94177 -4.31271
H 4.74450 2.33880 0.92904
H 1.51393 -1.35637 5.15966
H 2.14960 1.32122 4.16725
H -3.66078 -2.63219 -4.40710
H -0.46245 -3.81663 -1.06984
H -1.93709 -4.68231 1.94523
H 2.19718 -2.88939 4.60482
H -1.35329 -3.34881 -4.00506
H -4.50632 -0.50916 -3.43932
H -2.97485 0.91062 -2.11263
H -0.98825 -5.12798 -0.07419
H -0.19245 -0.62495 2.07894
H 1.75494 -3.65192 2.33611
H 3.18608 4.13269 -2.93772
H 3.42626 0.90125 -0.57783
H 0.97131 -2.54033 1.20955
H 2.94237 -1.36107 4.10299
H 2.06211 2.75503 -1.24161
H -0.77750 3.66314 -1.44562
H 0.81207 2.32831 -6.00111
H -1.72652 0.29433 1.03541
H -1.44164 -2.53188 3.43735
H 2.56851 3.92012 -5.32127
H -3.08416 -3.23326 3.44353
H -2.21785 5.09003 -0.05256
```

Properties
E_tot = -112264.34425 eV
Orbital gap = 0.25766 Ha
Relative energy (zero: lowest compared OMol25 entry of this formula, charge and spin) = 0.060 eV
Lowest unoccupied orbital energy = -0.0063 hartree
2S+1 = 1


> Look up the E_tot of the third one.

-125576.19646 eV


> Which formula does entry 2 have?

C2H3Cl2N